{
  "formula": "C10H17IN3O",
  "method": "ωB97M-V with the def2-TZVPD basis set",
  "elements": ["C", "C", "C", "C", "C", "C", "C", "C", "C", "C", "N", "N", "N", "O", "I", "H", "H", "H", "H", "H", "H", "H", "H", "H", "H", "H", "H", "H", "H", "H", "H", "H"],
  "xyz": [[-1.014, 2.331, -1.419], [0.108, 0.227, 0.033], [0.432, -1.235, 2.052], [1.678, 0.794, 1.724], [1.742, -1.931, 2.334], [2.874, -0.029, 2.180], [0.260, 1.981, -0.734], [-1.754, 0.139, -1.674], [-3.150, -0.428, -1.428], [-1.392, -0.291, -3.109], [-1.890, 1.518, -1.731], [0.677, -0.069, 1.194], [-0.799, -0.430, -0.634], [2.614, -1.085, 3.020], [2.017, 2.051, -1.999], [-1.166, 3.336, -1.623], [-0.319, -1.823, 1.563], [0.122, -0.866, 3.052], [1.226, 1.308, 2.541], [2.204, 1.367, 0.861], [1.508, -2.751, 3.056], [2.184, -2.564, 1.531], [3.410, -0.298, 1.338], [3.725, 0.600, 2.630], [0.365, 2.504, 0.242], [-3.863, -0.213, -2.250], [-3.553, -0.168, -0.460], [-3.160, -1.522, -1.556], [-0.524, 0.296, -3.481], [-2.125, 0.036, -3.767], [-1.290, -1.476, -3.356], [-1.148, -1.307, -0.132]],
  "forces_ev_per_a": [[1.572, -1.306, 1.039], [-0.351, 3.922, -1.366], [0.347, 0.707, -0.002], [2.722, 0.599, -1.190], [-0.606, -3.235, 1.325], [1.986, 2.647, 1.744], [0.825, -3.254, 2.652], [-0.919, -1.986, -1.020], [-0.524, -1.517, -0.455], [2.451, -2.272, -0.322], [-0.933, 0.490, -0.679], [-0.837, 0.023, -1.979], [-1.027, -2.061, 1.503], [-0.316, -0.418, -0.196], [-0.751, 0.056, 0.588], [-0.252, 2.090, -0.261], [-0.307, -0.708, 0.243], [-0.363, -0.065, -0.696], [-0.008, 1.103, 0.467], [-1.535, -0.154, 1.711], [-0.082, 0.628, -0.234], [0.052, 1.210, -0.228], [0.741, -1.448, -2.313], [-1.780, -0.336, 0.034], [0.352, 0.165, -1.067], [0.607, 0.825, 0.640], [-0.206, 0.176, 0.173], [0.451, 0.030, 0.617], [0.035, -0.821, 0.444], [-1.798, 0.591, -0.906], [0.027, 2.880, 1.138], [0.426, 1.440, -1.406]],
  "homo_energy_ev": -13.27,
  "charge": 1,
  "molar_mass_g_mol": 322.17,
  "relative_energy_kcal_mol": 31.4
}


{
  "formula": "C10H17INO",
  "method": "ωB97M-V with the def2-TZVPD basis set",
  "elements": ["C", "C", "C", "C", "C", "C", "C", "C", "C", "C", "N", "O", "I", "H", "H", "H", "H", "H", "H", "H", "H", "H", "H", "H", "H", "H", "H", "H", "H", "H"],
  "xyz": [[-0.736, 0.742, -1.224], [-0.968, 3.918, -0.312], [0.912, -0.442, 2.509], [-0.137, 0.459, 1.836], [0.745, -0.393, 0.973], [-1.764, -2.576, -0.788], [0.396, 0.637, -1.864], [1.923, 0.113, 0.207], [0.089, -1.528, 0.371], [1.682, 0.077, -1.331], [-1.484, 1.321, -0.422], [-0.824, -1.499, -0.670], [0.649, 3.698, -1.571], [-2.296, 1.146, 0.132], [-0.943, 3.728, 0.764], [1.802, 0.061, 2.817], [0.847, -1.354, 2.933], [-1.201, 0.244, 1.919], [0.086, 1.459, 1.940], [-1.604, -3.154, 0.201], [-1.605, -3.299, -1.664], [-2.809, -2.177, -0.935], [0.518, 0.679, -2.928], [-1.847, 4.423, -0.691], [2.816, -0.448, 0.490], [2.172, 1.168, 0.530], [-0.340, -2.006, 1.227], [0.846, -2.275, -0.071], [1.846, -1.003, -1.630], [2.525, 0.611, -1.952]],
  "forces_ev_per_a": [[-2.720, 2.673, 3.334], [1.129, -1.067, -0.730], [-0.059, 2.672, -3.088], [0.266, -2.353, 1.053], [0.405, 1.797, 0.477], [0.177, -1.301, 1.098], [1.923, -0.294, -1.166], [0.445, 2.433, -0.567], [1.364, -5.138, -0.318], [2.446, -0.350, -0.119], [1.928, 0.219, -2.830], [-1.879, 1.159, -1.501], [-1.616, 0.191, 1.562], [-0.401, -0.764, -0.206], [0.569, 0.109, -0.449], [0.346, 0.456, 0.207], [-1.151, -2.733, 1.569], [0.292, -0.294, -0.009], [0.464, 2.115, 0.045], [-1.042, 0.470, -1.635], [0.394, 1.217, 1.154], [1.102, -0.263, 0.539], [-0.943, 0.188, -0.568], [0.042, -0.219, -0.322], [-0.077, -0.238, -0.366], [-0.335, -0.870, -0.340], [-0.786, -0.900, 0.467], [-0.197, 0.873, 1.323], [-0.703, 1.040, -0.039], [-1.381, -0.827, 1.426]],
  "homo_energy_ev": [-12.50, -12.38],
  "charge": 1,
  "molar_mass_g_mol": 294.16,
  "relative_energy_kcal_mol": 0.0
}


{
  "formula": "C10H17N",
  "method": "ωB97M-V with the def2-TZVPD basis set",
  "elements": ["C", "C", "C", "N", "C", "C", "H", "H", "H", "H", "H", "C", "C", "C", "C", "C", "H", "H", "H", "H", "H", "H", "H", "H", "H", "H", "H", "H"],
  "xyz": [[-3.935, -0.521, 0.248], [-3.001, -0.209, 1.291], [-1.665, -0.039, 1.001], [-1.150, -0.226, -0.212], [-1.955, -0.650, -1.169], [-3.339, -0.773, -1.012], [-5.035, -0.623, 0.424], [-3.367, -0.285, 2.387], [-1.017, 0.193, 1.784], [-1.425, -0.774, -2.102], [-4.003, -1.180, -1.812], [3.405, -1.701, -0.058], [2.458, -0.615, 0.573], [1.640, 0.190, -0.462], [0.855, 1.184, 0.370], [0.300, 2.331, -0.508], [2.837, -2.193, -0.872], [4.347, -1.206, -0.437], [3.885, -2.496, 0.564], [2.935, 0.061, 1.292], [1.782, -1.198, 1.219], [2.316, 0.880, -1.014], [1.024, -0.427, -1.186], [1.565, 1.773, 1.074], [0.153, 0.668, 0.969], [-0.176, 1.885, -1.438], [-0.495, 2.974, -0.033], [1.059, 2.977, -0.880]],
  "forces_ev_per_a": [[1.621, -0.078, 0.107], [-2.526, -0.913, 1.078], [-2.024, -1.017, -0.961], [-0.954, -0.604, 0.280], [-0.384, 0.647, 0.131], [-1.540, -0.552, 0.218], [1.283, 0.047, -0.170], [0.716, 0.673, -1.964], [0.755, 0.276, 1.232], [-0.398, -0.394, -0.404], [0.849, 0.641, 0.480], [1.154, 0.854, -0.264], [0.150, -1.988, -0.195], [1.240, 0.642, 0.447], [1.584, 2.840, 0.089], [-2.461, -1.181, -0.564], [0.599, 0.228, 0.284], [-1.139, -0.302, -0.292], [-1.077, 0.601, 0.170], [0.340, -0.072, -0.478], [-0.325, 0.244, -0.208], [0.024, -0.927, -0.246], [0.763, 0.768, 1.072], [-0.716, -1.314, -0.822], [0.435, 0.560, 0.260], [0.345, 0.502, 1.006], [0.810, -0.691, -0.228], [0.877, 0.511, -0.058]],
  "homo_energy_ev": -9.79,
  "molar_mass_g_mol": 151.25,
  "relative_energy_kcal_mol": 73.3,
  "smiles": "c1ccncc1.CCCCC"
}


{
  "formula": "C10H17N2O",
  "method": "ωB97M-V with the def2-TZVPD basis set",
  "elements": ["C", "C", "N", "C", "N", "C", "C", "C", "C", "H", "H", "H", "H", "H", "H", "H", "H", "H", "H", "H", "C", "C", "O", "C", "H", "H", "H", "H", "H", "H"],
  "xyz": [[3.125, 1.843, 0.220], [2.558, 1.989, -1.023], [1.331, 2.745, -1.051], [1.087, 3.946, -1.600], [-0.149, 4.288, -1.364], [-0.799, 3.308, -0.617], [0.147, 2.354, -0.438], [-0.143, 1.090, 0.346], [0.317, -0.214, -0.345], [3.195, 0.873, 0.719], [3.444, 2.775, 0.703], [3.007, 1.618, -1.945], [1.818, 4.535, -2.140], [-0.527, 5.165, -1.701], [-1.816, 3.347, -0.259], [-1.238, 1.036, 0.405], [0.209, 1.180, 1.382], [0.362, -1.067, 0.341], [1.296, -0.154, -0.833], [-0.415, -0.430, -1.135], [-2.704, -3.410, 0.518], [-1.517, -3.581, 1.435], [-1.198, -2.716, 2.220], [-0.747, -4.873, 1.333], [-3.162, -2.439, 0.700], [-2.381, -3.458, -0.523], [-3.442, -4.189, 0.714], [-0.337, -4.986, 0.328], [-1.399, -5.716, 1.564], [0.075, -4.860, 2.047]],
  "forces_ev_per_a": [[-0.443, 0.444, -0.654], [0.455, -0.478, 1.002], [0.278, 1.851, -0.592], [1.106, -0.209, -0.433], [-0.988, 0.737, 0.040], [1.204, 0.301, -0.671], [-0.873, -1.417, 1.317], [0.377, -0.302, -0.257], [-0.148, -0.043, -0.299], [1.881, 0.053, -0.708], [-1.676, -0.314, 1.067], [-1.251, -1.015, 0.077], [-0.186, -0.111, 0.071], [-0.166, -0.125, 0.138], [0.141, 0.164, -0.223], [0.265, 0.120, 0.177], [0.159, -0.007, -0.324], [-0.240, 0.312, -0.021], [-0.184, 0.157, 0.199], [0.261, -0.168, 0.156], [0.000, 0.277, 0.130], [0.037, 0.053, 0.129], [0.033, 0.059, -0.149], [0.159, 0.141, 0.220], [0.010, -0.028, 0.027], [-0.080, -0.201, -0.011], [0.051, -0.081, -0.170], [-0.148, -0.142, -0.039], [-0.001, -0.043, -0.192], [-0.032, 0.014, -0.004]],
  "homo_energy_ev": -11.70,
  "charge": 1,
  "molar_mass_g_mol": 181.26,
  "relative_energy_kcal_mol": 69.5
}